(1)
The following is a DFT calculation (ωB97M-V with the def2-TZVPD basis set) of C3H5NO in the gas phase.

Output
- HOMO-LUMO gap (eV) = 9.43
- 2S+1 = 1
- structure (SMILES) = N/C=C\C=O
- highest occupied orbital energy (eV) = -8.589

Each line ends with the Löwdin charge.
CARTESIAN COORDINATES (ANGSTROEM)
C (0.9550, 0.2280, -0.0439)  -0.24
C (-0.1897, 0.9444, 0.0857)  -0.08
C (-1.4500, 0.1684, -0.1112)  -0.25
H (-0.0349, -1.3553, -0.0284)  0.09
H (1.7694, -1.5275, 0.0712)  0.07
H (1.9023, 0.7642, 0.3130)  0.15
H (-0.0841, 1.9647, -0.0577)  0.06
H (-2.2431, 0.9060, -0.2314)  0.10
N (0.9778, -1.0478, -0.0902)  0.13
O (-1.6027, -1.0450, 0.0930)  -0.02



(2)
The following is a DFT calculation (ωB97M-V with the def2-TZVPD basis set) of 2 unconnected molecules or ions with the total composition C20H15F3N3.

Output
- charge = +1
- HOMO-LUMO gap (eV) = 6.01
- 2S+1 = 1
- highest occupied orbital energy (eV) = -11.812

Each line ends with the Löwdin charge.
CARTESIAN COORDINATES (ANGSTROEM)
F (-0.9522, -2.9973, 2.9436)  0.06
C (-1.6538, -2.4292, 1.8994)  -0.20
C (-2.2783, -3.2936, 1.0008)  0.13
C (-2.9548, -2.6818, -0.0621)  -0.20
F (-3.6265, -3.4916, -0.9517)  0.06
C (-3.0006, -1.3151, -0.2428)  0.07
C (-2.3629, -0.4383, 0.6915)  -0.16
C (-2.4198, 0.9528, 0.4002)  0.09
C (-1.6054, 2.0146, 0.8853)  -0.17
C (-1.8114, 3.3055, 0.3049)  0.00
C (-1.1246, 4.4222, 0.7524)  -0.03
C (-0.2146, 4.3271, 1.8190)  0.06
C (0.0370, 3.0583, 2.3329)  -0.21
F (0.9204, 2.9511, 3.3842)  0.06
C (-0.5559, 1.8970, 1.8502)  0.09
C (-1.7005, -1.0426, 1.8064)  0.08
H (-2.2571, -4.3718, 1.1215)  0.15
H (-3.5067, -0.8804, -1.1037)  0.13
H (-3.0086, 1.1903, -0.4775)  0.09
H (-2.5060, 3.3846, -0.5333)  0.13
H (-1.2944, 5.3885, 0.2775)  0.12
H (0.2869, 5.2020, 2.2254)  0.14
H (-0.1866, 0.9329, 2.1794)  0.11
H (-1.2318, -0.4430, 2.5802)  0.12
C (-7.2329, 0.8557, -1.7913)  0.01
N (-6.4137, 1.5573, -0.8175)  -0.11
N (-5.2612, 1.0512, -0.3495)  0.07
N (-4.7561, 1.8786, 0.5628)  0.07
C (-5.6303, 2.9559, 0.6915)  -0.21
C (-6.6798, 2.7732, -0.2158)  -0.17
C (-7.6653, 3.7183, -0.4730)  0.00
C (-7.5850, 4.9010, 0.2689)  -0.06
C (-6.5792, 5.0854, 1.2388)  -0.07
C (-5.5917, 4.1234, 1.4760)  0.00
H (-7.9953, 1.5568, -2.1467)  0.09
H (-6.6093, 0.5208, -2.6315)  0.10
H (-7.7376, -0.0125, -1.3383)  0.10
H (-8.4198, 3.5095, -1.2289)  0.11
H (-8.3159, 5.6932, 0.0965)  0.11
H (-6.5793, 6.0121, 1.8167)  0.11
H (-4.8062, 4.2179, 2.2234)  0.11



(3)
The following is a DFT calculation (ωB97M-V with the def2-TZVPD basis set) of a molecular structure, C3H4LiO3Pt.

Output
- charge = +2
- HOMO-LUMO gap (alpha / beta) (eV) = 7.79 / 7.45
- 2S+1 = 4
- highest occupied orbital energy (alpha / beta) (eV) = -17.732 / -18.776

Each line ends with the Löwdin spin population.
CARTESIAN COORDINATES (ANGSTROEM)
O (1.0090, 0.4151, 0.1010)  0.33
C (0.5039, -0.8413, 0.1593)  0.45
C (-0.8421, -1.1606, -0.3890)  0.81
Pt (2.9573, 0.4110, 0.0453)  0.91
Li (0.4704, 2.8899, -1.1557)  0.01
H (0.4540, -1.1142, 1.2266)  0.03
H (0.3441, -1.0409, -1.2400)  0.12
H (-1.4285, -1.6968, 0.3738)  0.07
H (-0.8350, -2.0563, -1.0244)  0.09
O (-1.6277, 0.5578, 0.5465)  0.10
C (-0.6639, 1.2688, 0.8520)  0.04
O (-0.3417, 2.3675, 0.5046)  0.04



(4)
The following is a DFT calculation (ωB97M-V with the def2-TZVPD basis set) of a molecular structure, C44H51GeNP2PdSeTe.

Output
- HOMO-LUMO gap (eV) = 6.50
- 2S+1 = 1
- highest occupied orbital energy (eV) = -6.600

Each line ends with the Löwdin charge.
CARTESIAN COORDINATES (ANGSTROEM)
Pd (0.8411, -0.7798, 0.0700)  0.22
C (2.7359, -0.1678, 2.6660)  -0.24
P (2.3172, 0.7460, 1.1077)  1.01
C (2.0048, 2.4305, 1.7344)  -0.36
C (1.1688, 2.5513, 2.8474)  -0.11
C (0.8397, 3.8004, 3.3494)  -0.08
C (1.3427, 4.9453, 2.7455)  -0.08
C (2.1743, 4.8329, 1.6417)  -0.07
C (2.5001, 3.5827, 1.1349)  -0.12
C (3.9292, 0.8692, 0.2622)  -0.37
C (4.1182, 0.2475, -0.9661)  -0.11
C (5.3689, 0.2606, -1.5729)  -0.07
C (6.4350, 0.8945, -0.9562)  -0.08
C (6.2526, 1.5233, 0.2710)  -0.08
C (5.0071, 1.5120, 0.8751)  -0.10
C (1.7161, -1.2255, 2.8836)  -0.42
C (1.0930, -1.6668, 4.0220)  -0.07
C (0.1469, -2.6533, 3.6084)  -0.07
C (0.2539, -2.7415, 2.2460)  -0.44
C (-0.5294, -3.5096, 1.2280)  -0.24
P (0.0166, -2.8731, -0.3967)  0.91
C (1.3722, -3.9743, -0.8941)  -0.34
C (1.1132, -5.3006, -1.2418)  -0.10
C (2.1535, -6.1558, -1.5661)  -0.08
C (3.4635, -5.6939, -1.5437)  -0.08
C (3.7283, -4.3801, -1.1886)  -0.07
C (2.6867, -3.5233, -0.8627)  -0.09
C (-1.3470, -3.1689, -1.5479)  -0.41
C (-1.1285, -3.6191, -2.8464)  -0.13
C (-2.1750, -3.6551, -3.7589)  -0.08
C (-3.4370, -3.2227, -3.3862)  -0.08
C (-3.6556, -2.7504, -2.0978)  -0.07
C (-2.6163, -2.7157, -1.1853)  -0.10
N (1.2277, -1.8834, 1.7814)  -0.11
H (2.7773, 0.5148, 3.5135)  0.09
H (3.7439, -0.5677, 2.5202)  0.09
H (0.7537, 1.6632, 3.3146)  0.10
H (0.1917, 3.8798, 4.2131)  0.11
H (1.0887, 5.9225, 3.1355)  0.10
H (2.5742, 5.7211, 1.1693)  0.11
H (3.1643, 3.5064, 0.2834)  0.10
H (3.2759, -0.2218, -1.4634)  0.03
H (5.5006, -0.2215, -2.5332)  0.11
H (7.4078, 0.9080, -1.4311)  0.10
H (7.0826, 2.0211, 0.7558)  0.10
H (4.8740, 2.0062, 1.8308)  0.11
H (1.3014, -1.3472, 5.0320)  0.10
H (-0.5116, -3.2322, 4.2383)  0.10
H (-1.6029, -3.3409, 1.3327)  0.07
H (-0.3576, -4.5892, 1.2477)  0.10
H (0.0942, -5.6693, -1.2593)  0.11
H (1.9416, -7.1828, -1.8339)  0.10
H (4.2762, -6.3610, -1.8007)  0.10
H (4.7475, -4.0164, -1.1609)  0.11
H (2.8940, -2.5013, -0.5728)  0.07
H (-0.1401, -3.9276, -3.1592)  0.10
H (-1.9951, -4.0086, -4.7659)  0.11
H (-4.2490, -3.2400, -4.1021)  0.10
H (-4.6349, -2.3930, -1.8067)  0.11
H (-2.7911, -2.3022, -0.1987)  0.07
C (-1.4357, 5.3811, -4.9891)  -0.06
C (-1.0366, 4.0787, -4.3496)  -0.28
C (-0.1944, 4.0439, -3.2501)  -0.02
C (0.1909, 2.8452, -2.6560)  -0.31
C (1.1364, 2.8899, -1.5007)  -0.10
C (-0.2829, 1.6306, -3.1576)  -0.50
Te (0.2887, -0.2917, -2.4367)  1.00
C (-1.1541, 1.6460, -4.2669)  -0.32
C (-1.7650, 0.4252, -4.9147)  -0.10
C (-1.4994, 2.8680, -4.8376)  -0.03
H (-0.9542, 6.2241, -4.4937)  0.07
H (-2.5156, 5.5333, -4.9363)  0.08
H (-1.1552, 5.4072, -6.0437)  0.08
H (0.1850, 4.9748, -2.8407)  0.11
H (1.3446, 3.9221, -1.2204)  0.07
H (2.0791, 2.3917, -1.7514)  0.08
H (0.7301, 2.3719, -0.6327)  0.03
H (-1.5744, -0.4973, -4.3753)  -0.02
H (-1.3843, 0.3042, -5.9317)  0.09
H (-2.8480, 0.5496, -4.9843)  0.08
H (-2.1647, 2.8614, -5.6967)  0.12
C (-5.3028, 0.7105, 2.2374)  -0.22
Ge (-4.2152, -0.0263, 3.6792)  0.72
C (-4.8629, 0.6298, 5.4010)  -0.23
C (-4.2733, -1.9766, 3.6350)  -0.21
C (-2.3453, 0.4883, 3.4190)  -0.58
Se (-1.7075, -0.0312, 1.6393)  0.85
C (-1.8706, 1.7153, 0.7983)  -0.38
H (-6.2797, 0.2266, 2.2104)  0.02
H (-4.8100, 0.5457, 1.2783)  0.00
H (-5.4571, 1.7821, 2.3724)  0.02
H (-5.9014, 0.3327, 5.5546)  0.02
H (-4.8116, 1.7183, 5.4456)  0.02
H (-4.2689, 0.2221, 6.2198)  0.02
H (-5.3012, -2.3384, 3.5909)  0.02
H (-3.7955, -2.3959, 4.5215)  0.02
H (-3.7435, -2.3453, 2.7547)  0.00
H (-1.6922, -0.0206, 4.1288)  0.01
H (-2.1878, 1.5626, 3.5233)  0.02
H (-2.8850, 2.0945, 0.9098)  0.02
H (-1.6502, 1.5866, -0.2597)  0.00
H (-1.1540, 2.4034, 1.2437)  0.01



(5)
The following is a DFT calculation (ωB97M-V with the def2-TZVPD basis set) of a molecular structure, C13H23F3NaO4P.

Output
- HOMO-LUMO gap (eV) = 5.29
- 2S+1 = 1
- highest occupied orbital energy (eV) = -7.424

Each line ends with the Löwdin charge.
CARTESIAN COORDINATES (ANGSTROEM)
C (0.7679, -4.0824, -0.3837)  0.10
C (0.6503, -3.2239, -1.2131)  -0.14
C (0.5134, -2.1706, -2.2356)  -0.21
C (-0.9345, -1.6488, -2.3823)  -0.25
C (-1.0411, -0.1516, -2.7063)  -0.31
P (-0.2675, 1.1810, -1.5204)  0.55
C (0.5852, 2.5799, -0.5184)  -0.25
C (1.3664, 2.2222, 0.7219)  -0.26
O (2.3877, 1.2815, 0.3950)  -0.13
C (3.1292, 0.8630, 1.4972)  -0.12
C (3.4889, -0.6015, 1.3765)  -0.61
F (2.4947, -1.3643, 0.9673)  0.17
F (4.5292, -0.7995, 0.5386)  0.13
F (3.9085, -1.0691, 2.5741)  0.12
O (-1.8717, 1.7303, -1.1078)  -0.32
C (-2.2366, 1.3942, 0.2049)  -0.23
C (-1.6047, 0.0362, 0.4602)  -0.39
C (-1.4141, -0.3471, 1.9221)  -0.13
C (-2.6060, -0.0558, 2.8134)  -0.26
O (-2.3751, -0.4240, 4.1787)  -0.07
O (-0.3631, 0.0742, -0.1910)  -0.27
H (0.8636, -4.7924, 0.4116)  0.03
H (0.8461, -2.6218, -3.1853)  0.10
H (1.1872, -1.3497, -1.9803)  0.09
H (-1.4921, -1.8689, -1.4746)  0.09
H (-1.4302, -2.2431, -3.1692)  0.10
H (-0.5481, 0.0799, -3.6483)  -0.05
H (-2.1013, 0.0904, -2.8403)  0.08
H (-0.2574, 2.0685, -2.6862)  0.02
H (1.0348, 0.6461, -1.8583)  0.02
H (-0.1840, 3.3058, -0.2335)  0.08
H (1.2532, 3.0779, -1.2317)  0.08
H (1.8404, 3.1168, 1.1586)  0.12
H (0.7053, 1.7929, 1.4855)  0.10
H (2.5888, 0.9808, 2.4435)  0.14
H (4.0728, 1.4187, 1.5748)  0.14
H (-3.3306, 1.3435, 0.2667)  0.13
H (-1.8925, 2.1588, 0.9188)  0.12
H (-2.2637, -0.7043, -0.0244)  0.14
H (-0.5274, 0.1762, 2.2958)  0.11
H (-1.1979, -1.4225, 1.9666)  0.13
H (-2.8324, 1.0144, 2.8056)  0.11
H (-3.4879, -0.6029, 2.4622)  0.12
H (-1.5393, -0.8997, 4.2239)  0.07
Na (-0.2219, -0.5457, -5.2578)  0.82



(6)
The following is a DFT calculation (ωB97M-V with the def2-TZVPD basis set) of C23H31ClN6O2 in the gas phase.

Output
- HOMO-LUMO gap (eV) = 8.59
- 2S+1 = 1
- structure (SMILES) = CCCCCCn1c(N2CCN(Cc3ccccc3Cl)CC2)nc2c1c(=O)[nH]c(=O)n2C
- highest occupied orbital energy (eV) = -7.996

Each line ends with the Löwdin charge.
CARTESIAN COORDINATES (ANGSTROEM)
C (2.9429, 3.0118, -0.4310)  -0.10
C (3.7644, 1.7797, -0.7916)  -0.26
C (3.2342, 0.4957, -0.1525)  -0.22
C (3.3083, 0.5155, 1.3745)  -0.20
C (3.1184, -0.8655, 2.0004)  -0.16
H (3.8771, -1.5504, 1.6169)  0.12
H (3.2478, -0.7995, 3.0812)  0.10
C (1.7474, -1.4860, 1.7097)  -0.12
N (0.6746, -0.6320, 2.1556)  0.06
C (-0.1681, 0.1413, 1.4271)  -0.31
N (-0.8866, 0.9708, 2.1740)  0.22
C (-0.5067, 0.7165, 3.4418)  -0.21
C (0.4625, -0.2760, 3.4775)  -0.07
C (0.9982, -0.7625, 4.7074)  -0.41
O (1.8281, -1.6307, 4.8944)  0.07
N (0.4224, -0.0773, 5.7814)  0.21
C (-0.5387, 0.9153, 5.7969)  -0.48
O (-0.9387, 1.3926, 6.8351)  0.07
N (-0.9996, 1.3138, 4.5623)  0.01
C (-2.0208, 2.3311, 4.4557)  -0.01
H (-1.6328, 3.1885, 3.9057)  0.10
H (-2.3013, 2.6257, 5.4649)  0.09
H (-2.8822, 1.9307, 3.9218)  0.09
H (0.7433, -0.3601, 6.7007)  0.17
N (-0.2328, 0.1011, 0.0541)  -0.06
C (-0.8662, 1.2677, -0.5473)  -0.14
C (-0.5472, 1.2721, -2.0472)  -0.16
N (-0.9688, 0.0662, -2.7320)  -0.16
C (-2.4066, -0.0086, -2.9645)  -0.17
C (-2.7210, -1.1620, -3.8777)  -0.24
C (-2.1729, -1.1794, -5.1560)  -0.03
C (-2.4209, -2.2193, -6.0311)  -0.08
C (-3.2322, -3.2717, -5.6396)  -0.08
C (-3.7841, -3.2809, -4.3722)  -0.11
C (-3.5227, -2.2340, -3.5015)  -0.60
Cl (-4.2280, -2.3074, -1.9168)  0.71
H (-4.4134, -4.0968, -4.0520)  0.10
H (-3.4355, -4.0873, -6.3164)  0.10
H (-1.9850, -2.2100, -7.0184)  0.10
H (-1.5368, -0.3575, -5.4461)  0.12
H (-2.6962, 0.9215, -3.4640)  0.13
H (-2.9951, -0.0929, -2.0415)  0.08
C (-0.4174, -1.0926, -2.0563)  -0.15
C (-0.7382, -1.1261, -0.5575)  -0.12
H (-1.8256, -1.2039, -0.4098)  0.11
H (-0.2784, -1.9979, -0.0932)  0.12
H (0.6687, -1.0566, -2.1876)  0.13
H (-0.7947, -1.9973, -2.5358)  0.12
H (0.5365, 1.3511, -2.1784)  0.11
H (-1.0165, 2.1361, -2.5212)  0.12
H (-1.9516, 1.2566, -0.3802)  0.12
H (-0.4636, 2.1595, -0.0671)  0.12
H (1.6390, -1.6503, 0.6389)  0.11
H (1.6724, -2.4400, 2.2397)  0.13
H (4.2868, 0.8936, 1.6794)  0.12
H (2.5535, 1.1979, 1.7698)  0.11
H (3.8268, -0.3451, -0.5237)  0.12
H (2.1990, 0.3470, -0.4651)  0.08
H (3.7594, 1.6555, -1.8777)  0.10
H (4.8013, 1.9350, -0.4841)  0.10
H (3.0138, 3.2291, 0.6313)  0.07
H (3.3045, 3.8795, -0.9785)  0.07
H (1.8956, 2.8594, -0.6827)  0.05



Number 1: largest force on an atom 5.30 eV Å⁻¹. Number 2: largest force on an atom 2.02 eV Å⁻¹. Number 3: largest force on an atom 8.72 eV Å⁻¹. Number 4: largest force on an atom 0.73 eV Å⁻¹. Number 5: largest force on an atom 0.98 eV Å⁻¹. Number 6: largest force on an atom 1.35 eV Å⁻¹.